{"formula": "C46H43F3IrN2O7P2SSe2", "method": "ωB97M-V/def2-TZVPD", "symbols": ["Ir", "Se", "Se", "S", "P", "P", "F", "F", "F", "O", "O", "O", "O", "O", "O", "O", "N", "N", "C", "C", "C", "C", "C", "C", "C", "C", "C", "C", "C", "C", "C", "C", "C", "C", "C", "C", "C", "C", "C", "C", "C", "C", "C", "C", "C", "C", "C", "C", "C", "C", "C", "C", "C", "C", "C", "C", "C", "C", "C", "C", "C", "C", "C", "C", "H", "H", "H", "H", "H", "H", "H", "H", "H", "H", "H", "H", "H", "H", "H", "H", "H", "H", "H", "H", "H", "H", "H", "H", "H", "H", "H", "H", "H", "H", "H", "H", "H", "H", "H", "H", "H", "H", "H", "H", "H", "H", "H"], "xyz": [[0.426, -0.716, 0.470], [0.257, -3.136, -0.001], [0.014, -0.756, 2.908], [3.798, -2.799, 0.630], [-1.840, -0.040, -0.253], [1.120, 1.529, -0.037], [-4.709, -3.140, -1.981], [-4.527, -5.236, -1.490], [-5.319, -3.853, -0.027], [-2.441, -2.636, -0.709], [3.782, -3.177, 2.024], [-1.655, -2.984, 4.306], [-2.508, -4.716, 0.229], [3.460, 0.591, -0.690], [2.079, -4.821, 4.224], [3.469, -3.833, -0.309], [2.956, -1.402, 0.351], [-1.384, 2.836, -0.089], [2.685, 1.948, 2.181], [-2.060, 3.982, -0.504], [4.219, 3.995, 1.096], [1.312, 0.545, -2.594], [-4.378, -3.992, -0.987], [-1.369, 5.138, -0.911], [-2.936, -3.758, -0.415], [1.186, 1.717, -1.846], [-3.463, 4.049, -0.580], [4.453, 3.569, 2.398], [6.313, -0.097, -0.556], [0.973, 2.915, -2.516], [-2.030, 6.269, -1.360], [5.405, -2.168, 0.235], [7.577, -0.666, -0.489], [6.651, -2.756, 0.309], [3.688, 2.543, 2.937], [-2.898, 1.303, -3.988], [5.231, -0.876, -0.189], [-1.915, -0.874, -4.236], [0.218, -3.744, 2.964], [-4.657, -1.246, 2.440], [-3.441, -0.521, 0.489], [2.461, 2.370, 0.872], [-0.045, 2.901, 0.420], [-3.415, 6.315, -1.426], [-2.719, 1.229, -2.613], [-1.695, -0.932, -2.869], [-5.850, -1.137, 1.739], [0.680, -4.822, 3.959], [-4.636, -0.410, -0.211], [-2.124, 0.108, -2.040], [7.744, -1.986, -0.070], [-1.301, -3.632, 3.077], [-2.085, 1.694, 0.445], [3.791, -0.479, -0.197], [-5.834, -0.714, 0.418], [0.925, -2.426, 3.345], [0.893, 2.944, -3.902], [1.035, 1.777, -4.635], [1.256, 0.573, -3.976], [0.571, -4.267, 1.566], [-3.455, -0.929, 1.821], [-4.117, 5.189, -1.025], [3.232, 3.391, 0.331], [-2.512, 0.246, -4.800], [5.226, 4.037, 2.995], [2.081, 1.148, 2.599], [1.620, -4.542, 1.508], [3.878, 2.200, 3.947], [1.465, -0.405, -2.087], [-2.517, -0.995, 2.365], [-4.089, 3.217, -0.289], [-1.606, -1.701, -4.864], [-4.666, -1.585, 3.470], [3.078, 3.689, -0.702], [-1.674, -3.096, 2.203], [-5.200, 5.185, -1.054], [8.446, -0.082, -0.769], [0.961, 1.802, -5.715], [8.736, -2.419, -0.032], [-6.763, -0.634, -0.134], [-1.818, 1.563, 1.503], [4.808, 4.801, 0.675], [-1.217, -1.796, -2.426], [-1.445, 7.128, -1.667], [-3.341, 2.192, -4.421], [-2.668, 0.299, -5.872], [0.450, 3.824, 0.147], [-0.290, 5.176, -0.888], [-0.069, 2.872, 1.519], [6.161, 0.925, -0.883], [6.775, -3.776, 0.653], [-2.495, -2.540, 4.174], [-3.055, 2.053, -2.000], [-0.040, -5.149, 1.371], [-3.930, 7.199, -1.781], [0.372, -5.802, 3.575], [-4.635, -0.101, -1.250], [1.048, -2.394, 4.427], [0.700, 3.883, -4.406], [1.363, -0.349, -4.533], [-3.153, 1.856, 0.420], [0.177, -4.660, 4.914], [-6.788, -1.390, 2.218], [2.557, -4.474, 3.459], [-1.744, -4.634, 3.053], [1.901, -2.354, 2.888], [0.864, 3.844, -1.971]], "lowdin_charge": [0.395, 0.764, 0.684, 0.621, 1.003, 0.936, 0.111, 0.117, 0.120, -0.191, -0.309, -0.095, 0.010, -0.025, -0.059, -0.316, -0.106, -0.149, -0.094, -0.208, -0.088, -0.111, -0.525, -0.035, -0.605, -0.334, -0.047, -0.096, 0.001, -0.081, -0.097, -0.211, -0.073, -0.032, -0.073, -0.075, -0.135, -0.072, -0.543, -0.068, -0.353, -0.368, -0.300, -0.117, -0.076, -0.090, -0.091, -0.211, -0.079, -0.330, -0.077, -0.240, -0.283, -0.514, -0.083, -0.477, -0.078, -0.083, -0.070, -0.459, -0.101, -0.094, -0.084, -0.086, 0.096, 0.033, 0.039, 0.104, 0.084, 0.009, 0.095, 0.109, 0.100, 0.106, 0.078, 0.102, 0.100, 0.101, 0.101, 0.105, 0.093, 0.098, 0.084, 0.100, 0.103, 0.100, 0.067, 0.081, 0.110, 0.119, 0.121, 0.058, 0.079, 0.070, 0.093, 0.125, 0.108, 0.077, 0.101, 0.111, 0.066, 0.126, 0.100, 0.049, 0.134, 0.020, 0.079], "relative_energy_ev": 2.905, "total_charge": -1, "spin_multiplicity": 1, "lumo_ev": [1.01, 1.18], "total_energy_ha": -8702.7063}